# C28H32AsN2O2P2SZn

C28H32AsN2O2P2SZn as an isolated structure (the ωB97M-V functional and the def2-TZVPD basis, the Open Molecules 2025 dataset).

Output
**E**: -175300.3954 eV
**LUMO energy**: 2.6 eV
**Strongest force on any atom**: 0.03709 hartree/bohr
**Total charge**: -1
**HOMO-LUMO gap**: 7.19 eV
**E_HOMO**: -0.168 Eh
**Energy above the lowest of the compared OMol25 structures with the same formula, charge and spin**: 0.0 kcal/mol

```
69
Properties=species:S:1:pos:R:3:forces:R:3
Zn 0.744535 0.155724 -1.436239 -0.30 0.13 -0.08
C -0.138135 -2.956354 1.710095 -0.10 -0.23 1.31
N 0.257696 -2.112670 0.634346 -0.49 0.57 -0.57
P -0.581563 -0.792386 0.295666 0.59 0.37 0.02
C -0.665130 0.425049 1.689051 -0.03 -0.23 0.07
C -0.015234 1.646914 1.545364 0.15 -0.01 -0.77
C 0.065646 2.564642 2.567334 -0.02 0.23 0.53
C -0.567146 2.273096 3.766519 0.27 1.55 0.80
C -1.196648 1.058083 3.945396 0.10 -0.29 0.47
C -1.222419 0.119949 2.937902 0.11 0.00 -0.69
C -2.370316 -1.147626 0.041512 0.26 -0.52 -0.19
C -3.424730 -0.525374 0.670610 -1.84 -0.10 -0.50
C -4.756289 -0.944082 0.458728 0.81 -0.18 -0.09
C -4.999017 -2.013847 -0.397390 -0.41 0.64 -0.02
C -3.962232 -2.625104 -1.074847 0.58 0.25 0.18
C -2.667017 -2.195020 -0.833581 0.33 -0.46 -0.16
P 2.992310 -0.437603 -1.741584 0.63 -0.02 -0.48
C 3.436611 -2.208736 -1.524673 -0.38 0.24 0.03
C 2.450672 -3.162793 -1.637449 -0.10 -0.95 0.13
C 2.766365 -4.520614 -1.497831 -0.10 0.38 0.04
C 4.055313 -4.902325 -1.213616 1.13 0.30 -0.19
C 5.077963 -3.958052 -1.106474 -1.08 1.11 0.13
C 4.733896 -2.608962 -1.239818 0.17 -0.66 -0.04
C 3.494362 0.271401 -0.139831 0.36 0.71 -0.70
C 3.131659 -0.377156 1.017317 -0.42 -0.01 0.67
C 3.364830 0.193492 2.247837 0.74 1.31 0.43
C 3.993586 1.451216 2.316591 0.22 -0.63 -0.79
C 4.393800 2.088857 1.126083 -0.75 -0.45 0.08
C 4.107927 1.532774 -0.123978 -0.21 -0.67 0.05
H -1.224776 -3.111658 1.883583 0.07 0.33 -0.20
H 0.282118 -2.638970 2.705873 -0.25 -0.11 -0.56
H 0.234275 -3.955651 1.541197 0.34 -0.51 -0.04
H 0.417290 1.927652 0.591042 0.08 -0.19 0.03
H 0.644800 3.485763 2.456831 -0.35 -0.26 -0.09
H -0.560199 3.072160 4.554240 -0.01 -1.08 -0.58
H -1.598778 0.760138 4.898954 -0.24 0.25 0.28
H -1.699809 -0.832166 3.123628 -0.01 -0.11 -0.11
H -3.346750 0.374538 1.224396 0.66 0.55 0.72
H -5.567784 -0.407028 0.957290 0.21 -0.25 -0.22
H -6.009190 -2.282255 -0.634963 -0.45 -0.25 0.10
H -4.124856 -3.410751 -1.799375 -0.16 -0.06 0.05
H -1.854350 -2.719687 -1.335418 0.01 0.19 0.11
H 1.420742 -2.875642 -1.748813 -0.25 0.11 -0.17
H 2.018046 -5.287258 -1.586300 -0.37 -0.04 -0.01
H 4.360346 -5.921835 -1.098246 -0.29 -0.62 0.03
H 6.085837 -4.232541 -0.851768 0.21 -0.15 -0.02
H 5.455384 -1.840170 -1.105479 0.73 0.47 0.00
H 2.536848 -1.266743 0.990474 -0.09 -0.65 -0.24
H 3.082967 -0.292869 3.170852 -0.17 -0.14 -0.03
H 4.211656 1.887080 3.287127 -0.05 0.09 -0.16
H 4.852723 3.047766 1.170535 0.37 0.65 0.11
H 4.294842 1.971164 -1.129264 0.16 -0.02 1.07
C -4.454089 3.057594 -0.732488 0.08 0.53 -0.54
As -2.695605 2.459360 -1.304825 0.16 -0.10 -0.83
C -2.024683 4.306936 -1.433653 0.55 -0.03 -0.17
C -3.153403 2.151651 -3.250413 0.54 -0.87 -0.35
H -5.012736 3.472992 -1.587717 0.18 0.01 0.50
H -4.296568 3.784123 0.057095 -0.16 0.25 0.04
H -4.968153 2.228324 -0.322995 -0.78 -0.85 0.38
H -2.744143 4.956447 -1.921890 -0.15 0.09 -0.10
H -1.068351 4.352875 -1.961033 -0.20 -0.12 -0.07
H -1.821940 4.683180 -0.430760 -0.18 -0.08 0.13
H -2.590388 2.897620 -3.807840 0.17 -0.02 -0.10
H -4.201881 2.275496 -3.543787 0.02 0.02 0.50
H -2.819709 1.135758 -3.628685 -0.27 1.18 0.69
O 0.001628 1.307688 -3.055251 0.07 -0.62 0.37
N 0.385520 2.410151 -2.622225 -0.01 0.99 -0.49
O 0.954706 2.379262 -1.520361 -0.01 -0.68 0.08
S 4.097115 0.397011 -3.202609 -0.39 -0.28 0.21
```
Forces are in eV/Å.